DFT (the ωB97M-V functional and the def2-TZVPD basis) results for 5 unconnected molecules or ions with the total composition C17H46BrN4O16P4.

As for the net charge: +1. The energy comes out at -6037.811637 a.u. Its largest force on an atom is 0.802 eV Å⁻¹. Its HOMO energy is -11.78 eV. As for the HOMO-LUMO gap: 8.9638 eV.

Structure (XYZ):
```
88
C17H46BrN4O16P4 | OMol25 | the ωB97M-V functional and the def2-TZVPD basis
N 7.660 1.356 4.081
C 6.541 1.974 3.691
N 5.563 2.310 4.550
C 4.631 2.901 3.812
C 3.359 3.380 4.395
C 2.499 2.175 4.803
C 1.929 1.540 3.555
Br 1.107 -0.165 3.967
N 4.990 2.941 2.526
N 6.222 2.366 2.447
H 7.932 1.485 5.035
H 8.188 0.729 3.508
H 2.815 3.985 3.675
H 3.591 4.008 5.242
H 1.720 2.472 5.489
H 3.115 1.444 5.308
H 2.700 1.342 2.826
H 1.190 2.184 3.099
H 4.462 3.304 1.748
H 6.760 2.238 1.608
C 1.954 -0.300 0.231
O 1.423 0.100 -1.029
P 0.576 1.441 -0.979
O 1.199 2.531 -0.221
O -0.835 1.039 -0.391
C -1.465 -0.194 -0.799
O 0.362 1.691 -2.515
C -0.269 2.925 -2.914
H 2.112 -1.376 0.222
H 2.908 0.206 0.391
H 1.268 -0.049 1.041
H -1.216 -0.977 -0.083
H -1.148 -0.496 -1.796
H -2.540 -0.045 -0.800
H -0.161 3.695 -2.153
H -1.325 2.741 -3.105
H 0.212 3.268 -3.824
C -3.842 -4.404 -1.211
O -4.454 -3.846 -2.392
P -5.171 -2.450 -2.239
O -4.436 -1.418 -1.513
O -6.579 -2.765 -1.569
C -7.307 -3.935 -1.960
O -5.490 -2.140 -3.754
C -6.046 -0.856 -4.071
H -3.840 -5.483 -1.315
H -2.818 -4.050 -1.127
H -4.394 -4.134 -0.311
H -7.073 -4.752 -1.279
H -7.071 -4.235 -2.980
H -8.367 -3.705 -1.891
H -5.806 -0.119 -3.306
H -7.128 -0.945 -4.170
H -5.622 -0.536 -5.019
C 2.714 7.368 -5.442
O 3.206 6.979 -4.148
P 2.156 6.941 -2.968
O 0.886 6.286 -3.255
O 1.971 8.454 -2.514
C 3.101 9.334 -2.477
O 3.045 6.274 -1.841
C 2.404 5.944 -0.601
H 3.544 7.810 -5.986
H 2.352 6.491 -5.973
H 1.909 8.100 -5.359
H 3.166 9.881 -3.417
H 4.031 8.791 -2.308
H 2.946 10.040 -1.665
H 1.329 5.825 -0.723
H 2.608 6.729 0.128
H 2.817 5.001 -0.252
C -1.063 -8.864 -0.215
O -2.194 -8.860 0.670
P -2.454 -7.540 1.498
O -2.374 -6.287 0.754
O -1.424 -7.588 2.710
C -1.156 -8.835 3.365
O -3.858 -7.890 2.128
C -4.534 -6.865 2.872
H -0.734 -9.895 -0.317
H -1.358 -8.475 -1.187
H -0.244 -8.264 0.183
H -0.277 -9.298 2.918
H -2.001 -9.518 3.296
H -0.953 -8.622 4.412
H -4.199 -5.872 2.574
H -4.353 -7.012 3.936
H -5.597 -6.957 2.670
```

The net atomic charges from Löwdin, expressed in e, are: N 0.21; C -0.36; N 0.22; C -0.28; C -0.09; C -0.27; C -0.63; Br 0.70; N 0.16; N 0.16; H 0.13; H 0.12; H 0.13; H 0.13; H 0.12; H 0.10; H 0.04; H 0.07; H 0.19; H 0.19; C -0.12; O -0.21; P 0.32; O -0.25; O -0.21; C -0.07; O -0.20; C -0.06; H 0.10; H 0.08; H 0.04; H 0.09; H 0.09; H 0.07; H 0.07; H 0.09; H 0.09; C -0.09; O -0.21; P 0.32; O -0.22; O -0.21; C -0.09; O -0.21; C -0.08; H 0.08; H 0.09; H 0.09; H 0.09; H 0.09; H 0.09; H 0.08; H 0.09; H 0.09; C -0.08; O -0.22; P 0.32; O -0.21; O -0.21; C -0.09; O -0.21; C -0.09; H 0.09; H 0.09; H 0.09; H 0.09; H 0.09; H 0.09; H 0.09; H 0.09; H 0.07; C -0.08; O -0.21; P 0.33; O -0.21; O -0.21; C -0.09; O -0.21; C -0.08; H 0.09; H 0.09; H 0.09; H 0.09; H 0.09; H 0.09; H 0.08; H 0.09; H 0.09


DFT (the ωB97M-V functional and the def2-TZVPD basis) results for 7 unconnected molecules or ions with the total composition C17H46N2O19S5 at a distorted geometry.

The energy above the lowest of the compared OMol25 structures with the same formula, charge and spin comes out at 1.3 kcal per mole. The energy comes out at -4205.059606 a.u. Its largest force on an atom is 1.910 eV Å⁻¹. Its HOMO energy is -11.22 eV. The SMILES is CCOS(C)(=O)=O.CCOS(C)(=O)=O.CCOS(C)(=O)=O.CCOS(C)(=O)=O.CCOS(C)(=O)=O.C[N+](=O)[O-].C[N+](=O)[O-]. As for the HOMO-LUMO gap: 10.9315 eV.

Structure (XYZ):
```
89
C17H46N2O19S5 | OMol25 | the ωB97M-V functional and the def2-TZVPD basis
C 1.645 -2.670 -2.334
C 0.665 -3.842 -2.393
O -0.444 -3.406 -3.191
S -1.510 -4.552 -3.590
C -2.399 -4.795 -2.018
O -2.444 -3.948 -4.507
O -0.760 -5.752 -3.914
H 1.218 -1.809 -1.829
H 1.961 -2.411 -3.345
H 2.580 -2.962 -1.853
H 1.210 -4.628 -2.916
H 0.385 -4.180 -1.400
H -1.687 -5.295 -1.370
H -3.257 -5.386 -2.320
H -2.627 -3.799 -1.659
C -4.131 1.198 -7.166
C -3.744 0.875 -5.724
O -2.569 0.097 -5.639
S -1.733 0.062 -4.252
C -2.860 -0.839 -3.196
O -0.591 -0.756 -4.507
O -1.609 1.439 -3.837
H -5.123 1.643 -7.230
H -4.058 0.368 -7.867
H -3.474 2.004 -7.510
H -3.618 1.850 -5.250
H -4.564 0.280 -5.304
H -2.304 -1.084 -2.290
H -2.871 -1.806 -3.708
H -3.801 -0.340 -3.005
C 1.603 1.982 -3.651
C 0.872 2.934 -2.728
O 0.530 2.346 -1.461
S -0.025 3.360 -0.319
C -1.691 3.748 -0.958
O -0.165 2.546 0.853
O 0.761 4.563 -0.317
H 1.829 2.612 -4.515
H 0.901 1.219 -3.991
H 2.511 1.517 -3.280
H 1.534 3.783 -2.526
H 0.004 3.345 -3.246
H -1.562 4.253 -1.908
H -2.202 4.273 -0.161
H -2.102 2.758 -1.154
C -0.437 0.805 4.734
C 0.162 0.118 5.942
O -0.849 -0.541 6.706
S -0.797 -0.400 8.318
C 0.635 -1.414 8.666
O -0.476 0.960 8.675
O -1.962 -1.065 8.833
H -0.948 0.046 4.132
H 0.308 1.249 4.078
H -1.252 1.498 4.946
H 0.884 -0.618 5.577
H 0.723 0.805 6.580
H 0.622 -1.609 9.740
H 1.580 -0.947 8.405
H 0.525 -2.386 8.190
C 3.155 1.780 1.048
C 4.170 2.413 1.997
O 4.036 3.834 1.737
S 5.110 4.785 2.513
C 6.472 4.831 1.316
O 4.525 6.101 2.589
O 5.570 4.089 3.700
H 3.279 0.701 0.927
H 3.313 2.175 0.042
H 2.128 1.981 1.345
H 3.927 2.205 3.033
H 5.155 2.122 1.633
H 6.899 3.851 1.113
H 7.230 5.534 1.645
H 6.018 5.170 0.385
C -1.830 -4.994 2.106
N -2.881 -3.987 1.848
O -3.004 -3.564 0.719
O -3.514 -3.588 2.800
H -1.801 -5.275 3.151
H -0.910 -4.516 1.776
H -2.109 -5.878 1.534
C -0.573 -0.480 -0.103
N -0.474 -1.651 0.798
O -0.618 -1.489 1.995
O -0.341 -2.741 0.262
H -1.543 -0.047 0.138
H -0.612 -0.903 -1.102
H 0.226 0.240 0.023
```

The net atomic charges from Löwdin, expressed in e, are: C -0.05; C -0.27; O -0.27; S 0.63; C -0.10; O -0.29; O -0.29; H 0.05; H 0.09; H 0.08; H 0.12; H 0.09; H 0.06; H 0.08; H 0.04; C -0.06; C -0.29; O -0.24; S 0.61; C -0.09; O -0.25; O -0.29; H 0.08; H 0.08; H 0.08; H 0.12; H 0.12; H 0.05; H 0.05; H 0.08; C -0.05; C -0.29; O -0.27; S 0.60; C -0.08; O -0.30; O -0.27; H 0.09; H 0.04; H 0.08; H 0.11; H 0.10; H 0.06; H 0.07; H 0.06; C -0.06; C -0.29; O -0.26; S 0.61; C -0.13; O -0.29; O -0.27; H 0.06; H 0.08; H 0.09; H 0.12; H 0.11; H 0.07; H 0.07; H 0.07; C -0.07; C -0.24; O -0.27; S 0.63; C -0.12; O -0.28; O -0.30; H 0.08; H 0.08; H 0.05; H 0.12; H 0.11; H 0.06; H 0.07; H 0.07; C 0.05; N -0.44; O 0.03; O 0.08; H 0.10; H 0.08; H 0.10; C 0.06; N -0.40; O 0.08; O 0.03; H 0.12; H 0.07; H 0.08


DFT (the ωB97M-V functional and the def2-TZVPD basis) results for a molecular structure, C17H46N3O8Zn at a distorted geometry.

The energy above the lowest of the compared OMol25 structures with the same formula, charge and spin comes out at 192.1 kcal per mole. As for the net charge: +1. The energy comes out at -3220.253267 a.u. Its largest force on an atom is 2.418 eV Å⁻¹. Its HOMO energy is -10.18 eV. As for the HOMO-LUMO gap: 1.0104 eV.

Structure (XYZ):
```
75
C17H46N3O8Zn | OMol25 | the ωB97M-V functional and the def2-TZVPD basis
Zn -5.527 0.323 0.493
O -0.215 1.674 1.880
C -1.453 1.282 1.554
O -2.192 0.535 2.285
O -2.076 1.692 0.543
H -0.169 1.171 2.696
C 2.869 3.323 8.110
C 2.044 2.005 8.108
C 0.526 2.249 8.085
O 2.322 1.295 6.910
H 2.571 3.968 7.283
H 3.945 3.159 8.172
H 2.538 3.826 9.018
H 2.320 1.426 8.989
H 0.184 2.601 9.059
H 0.060 1.275 7.930
H 0.111 2.956 7.367
H 1.886 0.440 6.893
C 5.757 1.467 -3.184
C 6.034 0.917 -4.591
C 6.219 -0.641 -4.578
O 6.994 -1.094 -5.697
C 7.153 -2.479 -5.808
N 4.936 1.389 -5.384
H 6.509 1.067 -2.505
H 4.801 1.231 -2.715
H 5.888 2.548 -3.141
H 6.974 1.337 -4.948
H 5.240 -1.121 -4.597
H 6.672 -0.971 -3.644
H 7.629 -2.692 -6.765
H 6.217 -3.035 -5.858
H 7.664 -2.940 -4.963
H 4.982 0.981 -6.306
H 4.077 1.169 -4.899
C -9.135 4.737 0.913
C -8.458 3.394 0.420
C -8.033 3.482 -1.083
O -7.453 2.283 -1.415
C -6.957 2.196 -2.716
N -7.333 3.041 1.259
H -10.118 4.796 0.445
H -8.531 5.577 0.570
H -9.277 4.738 1.994
H -9.208 2.608 0.507
H -7.323 4.269 -1.339
H -8.894 3.648 -1.731
H -7.697 2.353 -3.500
H -6.578 1.180 -2.828
H -6.101 2.863 -2.827
H -7.615 2.976 2.226
H -6.776 3.876 1.378
C 1.057 -6.994 1.054
C 0.583 -5.630 0.554
C 1.713 -4.625 0.125
O 2.525 -4.389 1.286
C 3.472 -3.338 1.126
N -0.245 -5.925 -0.645
H 1.566 -7.562 0.275
H 0.240 -7.618 1.415
H 1.794 -6.939 1.855
H -0.097 -5.092 1.214
H 1.168 -3.738 -0.199
H 2.316 -4.958 -0.719
H 4.215 -3.456 0.338
H 3.998 -3.271 2.079
H 2.999 -2.367 0.979
H -0.684 -5.061 -0.928
H -1.004 -6.564 -0.457
C -0.572 -0.722 -4.794
O -0.195 0.494 -4.164
H -1.454 -0.673 -5.432
H 0.201 -1.100 -5.464
H -0.745 -1.512 -4.063
H -0.854 0.694 -3.495
```

The net atomic charges from Löwdin, expressed in e, are: Zn 0.95; O 0.20; C -0.70; O 0.10; O 0.17; H 0.13; C -0.04; C -0.48; C -0.07; O -0.07; H 0.08; H 0.08; H 0.07; H 0.13; H 0.07; H 0.07; H 0.08; H 0.08; C -0.08; C -0.43; C -0.18; O -0.19; C -0.13; N 0.03; H 0.07; H 0.07; H 0.08; H 0.14; H 0.12; H 0.11; H 0.09; H 0.08; H 0.08; H 0.07; H 0.07; C -0.03; C -0.38; C -0.21; O -0.28; C -0.11; N 0.05; H 0.08; H 0.08; H 0.08; H 0.14; H 0.13; H 0.14; H 0.10; H 0.08; H 0.10; H 0.08; H 0.09; C -0.07; C -0.40; C -0.18; O -0.19; C -0.11; N 0.01; H 0.08; H 0.07; H 0.07; H 0.12; H 0.11; H 0.13; H 0.09; H 0.09; H 0.08; H 0.05; H 0.06; C -0.17; O -0.11; H 0.07; H 0.08; H 0.07; H 0.06